1.
Entry from the OMol25 dataset: 3 unconnected molecules or ions with the total composition C18H38N3O3 in a non-equilibrium geometry (ωB97M-V with the def2-TZVPD basis set).

The HOMO energy comes out at -11.61 eV. Its energy relative to the best compared isomer or geometry (same formula, charge and spin) is 0.0 kJ/mol.

The geometry in ORCA input format:
```
! RIJCOSX wB97M-V def2-TZVPD def2/J DEFGRID3
* xyz 1 1
O 3.92754 -1.75781 -1.90775
O -6.37506 -1.69489 -2.13318
O 2.81742 2.95668 2.95465
N -0.92234 1.59361 -0.02246
N 5.93136 -2.69239 -2.26534
N 2.84754 1.98708 4.97491
C 0.82250 3.17004 4.26500
C 0.22882 1.22488 -0.43825
C 4.63712 -3.40068 -0.31202
C 0.27259 1.17827 -1.92318
C -1.85586 1.75627 -1.16559
C 4.79218 -2.55044 -1.55044
C -4.17142 -0.98678 -1.37339
C 1.99739 -0.40219 0.08574
C -0.94378 2.08302 -2.32139
C 1.31765 0.92341 0.49666
C -4.37322 1.59360 -1.44640
C -6.46968 -3.00777 -1.59141
C 2.23534 2.70202 4.00073
C 7.05843 -3.57168 -2.00275
C -3.20360 2.43392 -0.96698
C -5.08355 -1.32691 -2.53981
C 2.32479 1.59643 6.27390
C -4.57935 0.29366 -0.65435
H 0.88958 0.77349 1.47878
H 0.15852 2.31918 4.42879
H 1.70167 -1.21380 0.73286
H -4.17231 -1.79029 -0.64587
H -3.15534 -0.95475 -1.76822
H -4.33311 1.42024 -2.51777
H 3.78823 1.71081 4.73821
H 3.07034 -0.32257 0.10801
H 6.89540 -4.15698 -1.10504
H -5.52089 -3.53080 -1.63686
H -6.72709 -2.93337 -0.54097
H 0.47583 3.72912 3.40045
H -1.42812 1.60201 -3.15764
H 0.78916 3.82308 5.13663
H -4.00342 0.36538 0.27115
H 1.75375 -0.69363 -0.92318
H 3.67952 -3.17581 0.14771
H -3.21310 3.34892 -1.55527
H 2.02861 1.74028 0.55088
H -7.20500 -3.58387 -2.13854
H 0.20621 0.17193 -2.30213
H -3.37226 2.74025 0.05842
H 1.31070 1.95488 6.41022
H -5.61379 0.19070 -0.35969
H 2.95279 2.01011 7.06311
H -1.15178 1.70752 0.95693
H -0.67144 3.11391 -2.47555
H 7.19998 -4.24977 -2.84471
H -5.24584 2.21453 -1.28233
H -2.12704 0.72138 -1.36657
H -4.60330 -2.11810 -3.11718
H 4.66104 -4.45997 -0.56781
H -5.14690 -0.47982 -3.21191
H 2.32974 0.50937 6.36188
H 5.97186 -2.09784 -3.07889
H 1.19942 1.65732 -2.21151
H 5.42989 -3.18445 0.40466
H 7.96571 -2.97994 -1.87792
*
```

2.
Entry from the OMol25 dataset: a molecular structure, C18H39N4O7Ti in a non-equilibrium geometry (ωB97M-V with the def2-TZVPD basis set).

The HOMO energy (spin up / spin down) comes out at -7.33 / -11.77 eV.

The geometry in ORCA input format:
```
! RIJCOSX wB97M-V def2-TZVPD def2/J DEFGRID3
* xyz 1 5
Ti -0.11250 -0.25633 0.39546
O 1.82364 -0.96407 1.51986
O -1.94823 -0.16533 -1.04664
O 0.33088 -2.43290 -0.62122
O -1.34831 5.00736 2.30916
O 1.04254 1.35943 -1.12976
O -1.56051 -0.30341 2.38182
O -2.85708 4.72237 0.65568
N -1.35308 0.70990 -3.02135
N 1.03223 -3.36653 -2.53801
N -0.48242 -1.97994 3.38010
N 3.68897 -0.25149 0.63622
C -0.75548 -0.65837 3.18271
C 1.37039 2.67106 -0.63948
C 1.69442 -4.42677 -0.46185
C -2.22411 0.03127 -2.23479
C -3.57811 2.56699 1.12129
C -2.21114 2.70694 1.75560
C 0.23128 -2.44172 -3.34575
C 0.56641 3.88452 -1.16572
C -2.06553 4.21564 1.61412
C -1.02480 -3.02828 2.58881
C 5.15439 -0.30386 0.57397
C 0.05198 0.38051 3.95062
C 3.04965 -0.96890 1.53243
C -1.40524 0.79339 -4.47072
C -3.55489 -0.45272 -2.78423
C 0.93859 -3.29034 -1.22066
C 3.84932 -1.81770 2.60419
C -3.58432 3.69155 0.09814
H -0.40593 0.79698 -4.90601
H -0.53898 1.00594 -2.50203
H 5.51702 -0.99587 -0.18611
H -4.34745 2.80153 1.85697
H -1.45643 2.24183 1.12143
H -0.75576 -2.87042 -3.51924
H 1.05604 4.38251 -2.00259
H 2.60465 -4.11911 0.05287
H -2.07334 2.31529 2.76343
H -4.61742 3.98034 -0.09529
H -1.17138 -3.95190 3.14876
H -2.00708 1.64483 -4.78840
H -0.29720 -3.19431 1.79437
H -3.89603 0.27722 -3.51835
H 5.48858 0.67756 0.23748
H 1.00605 -4.81819 0.28718
H -0.43168 3.64821 -1.53461
H 4.40921 -2.70684 2.31425
H -1.90740 -0.08652 -4.87284
H 0.24850 0.04889 4.97018
H 1.02644 0.38263 3.46224
H 0.17664 -1.43832 -2.92350
H 0.39224 4.66159 -0.42146
H 5.70809 -0.44908 1.50156
H 3.10904 -2.05011 3.36974
H 1.39103 -4.22633 -2.92804
H 1.86895 -5.24301 -1.16285
H 1.13946 2.69835 0.42543
H 0.61819 -2.29764 -4.35453
H -4.28660 -0.65495 -2.00205
H 3.14469 0.23545 -0.06144
H -3.75353 1.56502 0.72963
H -0.36129 1.38442 3.85326
H -3.46945 -1.38726 -3.33870
H -3.22625 3.47990 -0.90938
H -1.89941 -2.72221 2.01481
H 2.44403 2.85712 -0.66730
H 4.57430 -1.20530 3.14036
H 0.22046 -2.30046 4.03073
*
```

3.
Entry from the OMol25 dataset: a molecular structure, C18H40B4F16HgN2 in a non-equilibrium geometry (ωB97M-V with the def2-TZVPD basis set).

The HOMO energy (spin up / spin down) comes out at -0.98 / -7.71 eV.

The geometry in ORCA input format:
```
! RIJCOSX wB97M-V def2-TZVPD def2/J DEFGRID3
* xyz -1 2
Hg 1.46682 -4.55424 -1.59049
F 2.34030 -3.84280 1.93951
F -0.88915 -5.46802 -4.72552
F -0.19279 -7.79531 -2.16752
F 2.89998 -5.38437 0.26458
F 1.68707 -8.35144 -1.01862
F -1.95670 -3.64344 -4.12617
F 1.72259 -6.61988 -2.39042
F -0.13579 -4.30339 -3.07645
F 0.06272 -3.54642 -5.07275
F 0.61185 -2.34533 -0.88174
F -1.52053 -2.46240 -1.50080
F 2.65903 -3.36553 -0.27564
F -0.89795 -2.21246 0.73488
F 4.35829 -4.01849 1.10840
F 0.64832 -6.43697 -0.56296
F -0.40029 -4.08344 -0.36778
N 3.75026 0.51964 1.04113
N -4.20466 3.48236 0.30963
C 5.98379 -0.40341 0.14020
C -2.60708 1.63358 -0.36492
C -5.42147 3.47996 -1.96008
C 2.53330 -0.29668 3.14721
C -4.38801 5.04716 0.40883
C 4.54542 1.62320 1.80711
C 2.37257 1.02882 0.53868
C -5.45508 2.93407 -0.58671
C 3.48036 -0.65637 2.02524
C -2.55929 1.15648 1.14381
C -4.28159 2.86346 1.80508
C -6.57653 2.80113 -2.79843
C 1.33636 1.34183 1.59420
C 4.51345 0.04764 -0.20754
C -2.88293 3.11686 -0.44730
C -3.93393 1.40837 1.67503
C 1.18847 0.16019 2.58642
C 6.97507 0.46911 -0.59464
B -0.57429 -2.79208 -0.48756
B 3.03409 -4.14247 0.79659
B -0.73734 -4.23880 -4.22492
B 0.93601 -7.33099 -1.49516
H 6.25386 -1.39523 -0.22236
H -5.54265 4.56072 -1.88682
H 4.40651 -0.97393 2.50430
H 0.67252 -0.62854 2.03888
H -6.52966 1.72973 -2.60349
H -3.32873 1.02548 -0.91039
H 2.08100 0.23547 -0.14956
H 5.11019 2.16369 1.04750
H 1.54837 2.21971 2.20451
H 5.20948 1.18895 2.55448
H 6.85436 0.19400 -1.64242
H 6.73893 1.52680 -0.47793
H 3.07282 -1.39788 1.33809
H -2.78891 3.48335 -1.46953
H 0.63903 0.30006 3.51736
H -3.51285 3.49456 2.25103
H -4.17720 5.48728 -0.56583
H -2.01909 3.61022 -0.00180
H -3.66428 5.40453 1.14136
H 0.37757 1.48940 1.09714
H -1.70949 1.46426 -0.95968
H -7.59726 3.09828 -2.55777
H -2.34821 0.09937 1.30521
H -3.88481 1.00060 2.68468
H 3.99973 -0.68054 -0.83519
H -4.75799 0.91518 1.15947
H -5.33131 1.85467 -0.49914
H -4.57611 3.32524 -2.63054
H 2.53715 1.91737 -0.07083
H -1.81218 1.73909 1.68278
H 3.76745 2.19682 2.31090
H 3.01083 0.46218 3.76705
H 6.30407 -0.34858 1.18064
H 8.01489 0.18115 -0.43991
H -5.42515 5.10011 0.73994
H 4.52441 0.94785 -0.82204
H -6.29084 3.28949 0.01603
H 2.34512 -1.18734 3.74672
H -6.36268 3.04841 -3.83824
H -5.29958 3.03887 2.15299
*
```

4.
Entry from the OMol25 dataset: 8 unconnected molecules or ions with the total composition C18H40Cl12O6S2 in a non-equilibrium geometry (ωB97M-V with the def2-TZVPD basis set).

The HOMO energy (spin up / spin down) comes out at 0.38 / -7.88 eV.

The geometry in ORCA input format:
```
! RIJCOSX wB97M-V def2-TZVPD def2/J DEFGRID3
* xyz -1 2
Cl -0.65368 -1.97139 -2.87109
Cl -3.46680 4.03597 -2.40023
Cl -3.31485 0.06626 -3.57731
Cl -1.31546 3.72912 4.99199
Cl -0.02179 2.70452 2.46861
Cl 0.02195 3.33733 -3.76219
Cl 4.37157 1.32499 -3.06361
Cl 6.71500 0.40240 -5.28641
Cl -3.25716 5.98627 0.53031
Cl 2.85095 4.12516 -5.65254
Cl 1.57169 -0.74834 -0.94278
Cl -1.24176 0.33712 0.13491
S 2.77622 -2.47326 2.96071
S -3.65270 -5.26420 3.46901
O -2.61037 -6.28611 3.33164
O -3.08408 -3.84065 2.75646
O -4.17268 -4.92037 4.83180
O 1.71651 -3.07994 2.07680
O 2.30048 -0.89522 3.50136
O 3.45333 -3.17729 4.04753
C -0.38692 1.07117 -1.26866
C -2.21332 -4.05317 1.58671
C 4.15277 -1.88244 1.88429
C -1.48303 -2.79551 1.20483
C 2.46216 1.09934 4.76509
C -2.64464 4.33433 0.26386
C -1.49190 1.95949 4.64482
C -2.38602 -2.35258 -2.51282
C 3.11625 -0.25814 4.49132
C -3.60919 3.55308 -0.67134
C -1.29324 1.59027 3.13411
C 1.34457 3.31193 -6.17161
C 5.83975 1.98687 -5.28376
C 0.71236 2.37916 -5.04986
C -3.18554 -1.75467 -3.66444
C -5.07646 -5.57886 2.33560
C 1.11354 1.02005 -0.92940
C 5.63821 2.36348 -3.80159
H -4.71385 -5.95708 1.37979
H 6.38894 2.71076 -5.88582
H 4.66985 -2.73722 1.44831
H -5.62085 -6.46150 2.67129
H -4.20941 -2.11204 -3.55464
H -2.46773 1.58546 4.95461
H -2.75353 -2.02359 -4.62836
H -0.68440 2.11690 -1.34648
H -0.68156 0.57742 -2.19467
H -0.59626 -3.05605 0.62701
H 1.50370 0.82190 5.20381
H -1.12779 -2.35177 2.13488
H -2.48392 -3.41173 -2.27469
H 1.75764 1.50587 -1.66235
H 4.84586 -1.15883 2.31337
H 6.46781 2.28578 -3.09885
H -1.03712 0.53254 3.07319
H 1.66112 2.62601 -6.95737
H 3.29999 -0.88171 5.36625
H -2.79867 -4.33946 0.71292
H 2.32409 1.70506 3.86946
H 1.19545 1.47718 0.05671
H 4.07362 -0.00781 4.03429
H 3.56266 -1.39507 1.10818
H 3.13699 1.64187 5.42719
H -2.15233 1.74712 2.48183
H 4.90453 2.03220 -5.84182
H 5.24566 3.37934 -3.75652
H -0.88016 1.41055 5.36074
H -1.55027 -4.91007 1.70582
H -0.15248 1.83140 -5.42417
H 1.34286 1.56097 -4.70180
H -3.39909 2.48474 -0.62036
H -2.68316 -1.86564 -1.58401
H -2.10629 -2.01781 0.76345
H -1.65753 4.37252 -0.19686
H -4.66364 3.59051 -0.39782
H -2.57991 3.89530 1.25943
H 0.66749 4.06198 -6.58037
H -5.64431 -4.65218 2.25246
*
```

Quick rundown of electronic energy, same order as above: -29889.31110, -62699.12569, -72673.77697, -203536.91312 eV